1.
17
Properties=species:S:1:pos:R:3:forces:R:3:mulliken_charge:R:1 method="wB97M-V/def2-TZVPD" gap_ev=11.787 homo_energy_ev=-10.63 fmax_ev_per_a=3.20 lumo_ev=1.161 e_above_lowest_kcal_mol=23.36 multiplicity=1 total_energy_ha=-197.67192
C -1.85638 0.18766 0.65283 2.43 -0.46 2.03 -1.08
C -0.62241 -0.78348 0.67847 0.69 1.00 -0.17 -0.70
C 0.55366 -0.52538 -0.34234 -0.73 0.93 0.24 0.74
C 1.78822 0.10535 0.32522 0.32 -0.21 -0.20 -1.34
C 0.09380 0.48636 -1.42130 1.57 -0.44 -1.00 -1.64
H -2.38222 0.16736 -0.28118 -0.38 0.39 -0.16 0.32
H -2.44244 -0.04645 1.55029 -0.47 -0.28 -0.61 0.37
H -1.38206 1.13449 0.98815 -0.74 0.10 -1.03 0.26
H -0.10006 -0.61643 1.63762 -0.74 -0.70 0.02 0.25
H -0.88552 -1.81536 0.51289 -0.47 -0.36 0.48 0.38
H 0.82541 -1.54555 -0.62854 0.04 0.44 -0.92 0.27
H 2.22688 0.85370 -0.33909 0.10 -0.07 0.04 0.33
H 2.57170 -0.64522 0.51120 -0.27 0.29 0.25 0.33
H 1.52851 0.62847 1.24638 0.07 -0.09 0.11 0.35
H 0.87469 0.73296 -2.19493 -0.52 -0.85 0.51 0.39
H 0.02579 1.45478 -0.95393 -0.64 0.32 0.45 0.42
H -0.81757 0.22674 -1.94174 -0.25 -0.01 -0.03 0.35



2.
21
Properties=species:S:1:pos:R:3:forces:R:3:mulliken_charge:R:1 method="wB97M-V/def2-TZVPD" charge=-1 gap_ev=8.261 homo_energy_ev=-4.63 fmax_ev_per_a=0.23 lumo_ev=3.634 e_above_lowest_kcal_mol=0.00 multiplicity=1 total_energy_ha=-665.97635
C -0.78545 -1.98567 2.33009 -0.11 0.07 -0.02 -0.61
O -0.93266 -2.27613 0.96309 0.09 0.02 -0.04 -0.34
C -1.25840 -1.15709 0.14300 -0.04 -0.02 0.06 -0.72
C -0.55481 0.15067 0.46585 0.10 0.00 0.02 0.52
C -1.01996 1.24734 -0.53336 -0.14 -0.14 0.12 -0.56
O -0.05605 2.24926 -0.61148 -0.02 -0.04 -0.01 -0.53
Al 1.53604 1.42379 -0.47274 0.09 0.00 0.04 0.29
C 2.21252 0.93224 -2.28551 0.04 0.01 -0.02 -0.99
O 0.83403 0.02280 0.40823 -0.12 -0.07 -0.12 -0.53
H -0.58604 -2.93420 2.82924 0.02 0.01 0.02 0.25
H -1.70259 -1.55206 2.75891 0.02 -0.02 -0.02 0.27
H 0.04153 -1.29359 2.50987 0.03 -0.05 -0.01 0.22
H -2.34937 -0.99281 0.17954 0.02 0.03 0.01 0.24
H -0.98483 -1.45467 -0.87079 -0.02 -0.02 0.00 0.39
H -0.85575 0.46892 1.47910 -0.04 0.08 -0.01 0.13
H -1.99252 1.65104 -0.21072 0.03 0.02 -0.01 0.36
H -1.18954 0.76264 -1.51639 0.04 0.07 0.00 0.25
H 2.63462 2.21702 0.41796 0.00 0.07 -0.03 -0.38
H 1.57286 0.17210 -2.74865 -0.01 0.01 -0.01 0.22
H 2.20097 1.80928 -2.94473 0.02 -0.01 0.00 0.24
H 3.23538 0.53913 -2.29052 0.00 0.00 0.02 0.25



3.
31
Properties=species:S:1:pos:R:3:forces:R:3:mulliken_charge:R:1 method="wB97M-V/def2-TZVPD" charge=+1 gap_ev=5.042 homo_energy_ev=-13.19 fmax_ev_per_a=4.69 lumo_ev=-8.150 e_above_lowest_kcal_mol=14.12 multiplicity=1 total_energy_ha=-5759.12326
Be 0.56611 -0.39380 2.61860 0.20 1.29 -4.50 0.79
B 0.06333 0.16713 0.38363 0.77 -0.84 2.75 0.66
H 1.04960 -0.39063 0.48915 2.18 -1.20 0.10 -0.19
H -0.74272 -0.53014 0.78808 -2.04 -1.47 0.88 -0.09
H 0.17948 1.12605 0.99056 0.00 2.14 1.72 -0.10
H -0.09304 0.48090 -0.68738 -0.45 0.38 -1.90 -0.37
C -3.06984 0.04154 -1.57535 0.62 0.00 0.40 0.95
Cl -4.07713 -0.76750 -0.38465 -0.38 -0.22 0.23 -0.13
Cl -3.86999 1.39369 -2.29954 -0.39 0.38 -0.34 -0.11
Cl -2.48356 -1.11028 -2.77010 0.05 0.00 -0.03 -0.10
H -2.22966 0.43745 -1.01354 0.04 -0.18 -0.24 -0.57
C 1.14118 -1.64988 -2.81842 -0.11 -0.24 -0.04 0.62
Cl 0.90759 -0.30774 -3.90740 0.27 0.39 -0.35 -0.09
Cl 2.72070 -1.60064 -1.98362 -0.35 -0.05 -0.18 -0.13
Cl 0.95346 -3.18847 -3.69777 -0.01 0.43 0.48 -0.12
H 0.35160 -1.50569 -2.08635 0.19 -0.58 0.14 -0.26
C 3.78007 0.39070 1.52189 -0.98 -0.09 -0.63 0.26
Cl 2.75670 1.58370 2.37438 0.01 -0.62 0.55 -0.10
Cl 3.19799 -1.28739 1.82239 -0.36 0.28 0.71 -0.13
H 3.55638 0.58768 0.47502 0.40 -0.11 -0.05 -0.19
H 4.83260 0.44527 1.78395 -0.19 0.15 0.21 0.38
C -3.87648 -1.79472 3.34778 -1.12 -0.90 1.75 -0.28
Cl -2.17278 -1.58170 2.90092 0.31 -0.04 -0.74 -0.10
Cl -4.21770 -0.99179 4.89368 -0.08 0.22 -0.47 -0.13
H -4.63120 -1.57667 2.59534 0.70 0.89 -0.33 0.23
H -4.05770 -2.84235 3.58230 0.67 -0.10 -0.20 0.31
C 1.76983 2.96987 -1.53620 -0.34 -0.41 0.36 0.29
Cl 3.13146 1.91463 -2.05915 -0.75 0.58 -0.04 -0.13
Cl 2.34393 4.16446 -0.36864 -0.12 0.03 -0.03 -0.15
H 1.20316 3.47100 -2.31804 0.86 0.06 -0.49 0.37
H 1.01666 2.34531 -1.06156 0.40 -0.16 0.27 -0.37